# 1
A single C4H5NO molecule in a non-equilibrium geometry, computed with wB97M-V/def2-TZVPD.

Values from the calculation:
**SMILES string**: CC(=O)CC#N
**Highest occupied orbital energy**: -10.3 eV
**Charge**: 0
**Maximum force**: 1.62 eV/A
**Multiplicity**: 1
**E_LUMO**: 0.7 eV
**Energy above the lowest of the compared OMol25 structures with the same formula, charge and spin**: 60.06 kJ/mol
**DFT total energy**: -285.391709 hartree

Each line ends with the Mulliken charge.
Element x y z (Å)
C1 -1.3163 0.3815 -0.0639  -1.1303
C2 -0.4054 -0.7933 0.3477  0.5548
O1 -0.8372 -1.8544 0.7251  -0.5154
C3 1.1259 -0.5583 0.1622  -0.2825
C4 1.3709 0.8003 -0.3923  0.2298
N1 1.3224 1.8793 -0.8166  -0.4269
H1 -2.3912 0.1481 -0.1139  0.2967
H2 -0.9615 0.7364 -1.0186  0.3787
H3 -1.1838 1.2082 0.6443  0.3456
H4 1.5340 -1.2945 -0.5488  0.2602
H5 1.7422 -0.6534 1.0749  0.2894

# 2
A single C4H5NO molecule, computed with wB97M-V/def2-TZVPD.

Values from the calculation:
**SMILES string**: C=C=NC(C)=O
**Highest occupied orbital energy**: -9.2 eV
**Charge**: 0
**Maximum force**: 0.68 eV/A
**Multiplicity**: 1
**E_LUMO**: 0.6 eV
**Energy above the lowest of the compared OMol25 structures with the same formula, charge and spin**: 129.47 kJ/mol
**DFT total energy**: -285.365274 hartree

Each line ends with the Mulliken charge.
Element x y z (Å)
C1 1.2508 -1.7316 -1.7191  -0.9689
C2 0.9133 -0.8859 -0.7744  0.7670
N1 0.6805 -0.1213 0.1598  -0.3851
C3 -0.3411 0.8802 0.2112  0.6093
C4 -1.0252 1.0483 1.5476  -0.8209
O1 -0.5726 1.6036 -0.7252  -0.5042
H1 0.8960 -2.7618 -1.7437  0.2476
H2 1.8269 -1.3980 -2.5772  0.2358
H3 -0.8248 2.0610 1.9200  0.2578
H4 -0.6936 0.3217 2.2916  0.2957
H5 -2.1102 0.9836 1.4094  0.2660

# 3
A single C4H5NO molecule in a non-equilibrium geometry, computed with wB97M-V/def2-TZVPD.

Values from the calculation:
**Highest occupied orbital energy (spin up / spin down)**: -9.7 / -9.7 eV
**Charge**: 0
**Maximum force**: 1.79 eV/A
**Multiplicity**: 1
**E_LUMO (spin up / spin down)**: -1.8 / -1.8 eV
**Energy above the lowest of the compared OMol25 structures with the same formula, charge and spin**: 424.51 kJ/mol
**DFT total energy**: -285.252898 hartree

Each line ends with the Mulliken charge.
Element x y z (Å)
C1 1.0512 0.9148 0.5887  -1.0694
C2 -0.0378 0.5208 -0.2803  -0.2504
C3 -0.7876 -0.6586 0.1395  0.6264
O1 -0.6218 -1.2442 1.2408  -0.6656
C4 -0.8486 -1.4769 -1.0874  0.1989
N1 -0.8327 -2.2061 -1.9803  -0.3950
H1 1.3320 0.0408 1.1841  0.3216
H2 0.7539 1.6239 1.3590  0.3068
H3 1.9441 1.3429 0.1326  0.3369
H4 -0.1719 1.0042 -1.2444  0.4432
H5 -1.7808 0.1385 -0.0524  0.1468

# 4
A single C4H5NO molecule in a non-equilibrium geometry, computed with wB97M-V/def2-TZVPD.

Values from the calculation:
**SMILES string**: C[C@H]1O[C@H]1C#N
**Highest occupied orbital energy**: -11.1 eV
**Charge**: 0
**Maximum force**: 1.12 eV/A
**Multiplicity**: 1
**E_LUMO**: 0.9 eV
**Energy above the lowest of the compared OMol25 structures with the same formula, charge and spin**: 152.57 kJ/mol
**DFT total energy**: -285.356473 hartree

Each line ends with the Mulliken charge.
Element x y z (Å)
C1 -1.0561 -0.6758 0.6027  -1.2416
C2 0.4280 -0.4653 0.4871  0.2038
O1 0.9936 -0.9048 -0.7418  -0.4135
C3 1.0510 0.4782 -0.4557  0.0475
C4 0.2185 1.4128 -1.1989  -0.0084
N1 -0.4262 2.2401 -1.6865  -0.3626
H1 -1.5125 -0.0344 1.3623  0.3041
H2 -1.5411 -0.4938 -0.3604  0.3713
H3 -1.2323 -1.7199 0.8808  0.3217
H4 1.0213 -0.6882 1.3751  0.3985
H5 2.0559 0.8511 -0.2648  0.3792

# 5
A single C4H5NO molecule in a non-equilibrium geometry, computed with wB97M-V/def2-TZVPD.

Values from the calculation:
**SMILES string**: C=C[C@@H](O)C#N
**Highest occupied orbital energy**: -10.5 eV
**Charge**: 0
**Maximum force**: 4.82 eV/A
**Multiplicity**: 1
**E_LUMO**: 0.6 eV
**Energy above the lowest of the compared OMol25 structures with the same formula, charge and spin**: 228.97 kJ/mol
**DFT total energy**: -285.327377 hartree

Each line ends with the Mulliken charge.
Element x y z (Å)
C1 0.5628 -1.1552 0.0966  -0.8213
C2 0.1523 0.0294 -0.2524  -0.0811
C3 -1.0742 0.6675 0.3421  0.1384
O1 -1.5644 1.8656 -0.0662  -0.5024
C4 -2.0218 -0.4599 0.1970  0.1991
N1 -2.7464 -1.3230 -0.0713  -0.4039
H1 1.3595 -1.6742 -0.3021  0.2839
H2 0.0516 -1.6066 0.8491  0.2871
H3 0.5769 0.6972 -1.0636  0.1837
H4 -0.8673 0.7171 1.3547  0.3215
H5 -1.4281 1.7706 -1.1089  0.3951

# 6
A single C4H5NO molecule in a non-equilibrium geometry, computed with wB97M-V/def2-TZVPD.

Values from the calculation:
**SMILES string**: Cc1cnoc1
**Highest occupied orbital energy**: -9.3 eV
**Charge**: 0
**Maximum force**: 2.94 eV/A
**Multiplicity**: 1
**E_LUMO**: 0.9 eV
**Energy above the lowest of the compared OMol25 structures with the same formula, charge and spin**: 181.99 kJ/mol
**DFT total energy**: -285.345267 hartree

Each line ends with the Mulliken charge.
Element x y z (Å)
C1 -1.4925 -0.0971 0.0180  -1.0748
C2 -0.0012 -0.0014 -0.0037  0.5324
C3 0.8344 1.1487 -0.1694  -0.2782
N1 2.1068 0.9194 -0.1472  -0.3046
O1 2.1464 -0.6511 0.0706  -0.3234
C4 0.8767 -1.0280 0.1315  -0.1720
H1 -1.7894 -1.1409 0.1596  0.3172
H2 -1.9313 0.4811 0.8376  0.2678
H3 -1.9403 0.2467 -0.9199  0.2682
H4 0.5863 2.2011 -0.3148  0.3950
H5 0.5682 -2.0708 0.2764  0.3725

# 7
A single C4H5NO molecule in a non-equilibrium geometry, computed with wB97M-V/def2-TZVPD.

Values from the calculation:
**SMILES string**: O=C1CC=CN1
**Highest occupied orbital energy**: -8.9 eV
**Charge**: 0
**Maximum force**: 1.42 eV/A
**Multiplicity**: 1
**E_LUMO**: 0.9 eV
**Energy above the lowest of the compared OMol25 structures with the same formula, charge and spin**: 36.32 kJ/mol
**DFT total energy**: -285.400751 hartree

Each line ends with the Mulliken charge.
Element x y z (Å)
O1 1.8468 -0.3138 1.4671  -0.6344
C1 0.8500 -0.2198 0.7784  0.0624
C2 0.7355 0.6384 -0.4432  -0.1366
C3 -0.6438 0.4568 -0.9775  -0.2190
C4 -1.2733 -0.4141 -0.1631  -0.5251
N1 -0.3636 -0.8418 0.9307  -0.0690
H1 1.5029 0.2945 -1.1357  0.2600
H2 0.9342 1.6606 -0.1235  0.2616
H3 -0.9025 1.0230 -1.8845  0.3534
H4 -2.2876 -0.8177 -0.1975  0.3815
H5 -0.3986 -1.4661 1.7488  0.2651

# 8
A single C4H5NO molecule in a non-equilibrium geometry, computed with wB97M-V/def2-TZVPD.

Values from the calculation:
**Highest occupied orbital energy (spin up / spin down)**: -7.8 / -7.8 eV
**Charge**: 0
**Maximum force**: 6.03 eV/A
**Multiplicity**: 1
**E_LUMO (spin up / spin down)**: 0.3 / 0.3 eV
**Energy above the lowest of the compared OMol25 structures with the same formula, charge and spin**: 731.04 kJ/mol
**DFT total energy**: -285.136145 hartree

Each line ends with the Mulliken charge.
Element x y z (Å)
C1 -0.8694 0.9724 0.0121  -0.4858
C2 -2.3288 0.9198 -0.0519  -0.0390
C3 -0.1983 -0.1377 0.0906  0.2555
C4 0.9161 -1.0569 -0.0202  -0.8478
N1 -2.1856 -1.3711 -0.0618  -0.3847
O1 -2.8639 -0.2769 0.0102  -0.0422
H1 -0.3166 1.8615 -0.0226  0.3785
H2 -3.0521 1.7748 0.1388  0.3480
H3 0.8637 -1.9283 0.5828  0.2850
H4 0.9928 -1.1742 -1.0155  0.2596
H5 1.8674 -0.5284 0.5364  0.2728